C12H22BrO4 | the ωB97M-V functional and the def2-TZVPD basis

The geometry in ORCA input format:
```
! wB97M-V def2-TZVPD RIJCOSX def2/J DEFGRID3
* xyz -1 1
C 2.06954 1.04697 1.79631
C 0.79028 1.62157 1.17006
Br 1.24919 2.15269 -0.68675
C -0.33721 0.59572 1.11629
C -1.68379 1.18635 1.58190
O -1.81149 2.43245 1.69268
O -2.58741 0.36097 1.81276
H 2.79124 1.86107 1.83903
H 2.45785 0.21215 1.22016
H 1.79761 0.75060 2.81030
H 0.51774 2.49009 1.75464
H -0.50239 0.25628 0.09635
H -0.07546 -0.28793 1.69318
C 1.67653 -4.07413 3.74560
C 0.68162 -4.75617 2.81449
C -0.16615 -3.57823 2.35196
O 0.69186 -2.43636 2.35362
C 1.90607 -2.74799 3.03322
H 2.59628 -4.63863 3.89950
H 1.21506 -3.90126 4.72096
H 1.20952 -5.19666 1.96438
H 0.09475 -5.53973 3.29309
H -0.99246 -3.38444 3.04276
H -0.57847 -3.71962 1.35293
H 2.70490 -2.83127 2.28664
H 2.15674 -1.93727 3.71875
C -1.87700 3.48963 -4.72038
C -2.06646 1.98398 -4.85728
C -0.70474 1.46021 -4.42180
O -0.19602 2.39116 -3.47046
C -0.99304 3.57660 -3.48335
H -2.80930 4.04357 -4.61545
H -1.34444 3.87951 -5.59280
H -2.83803 1.64240 -4.16392
H -2.34459 1.66282 -5.86139
H -0.00591 1.41625 -5.26697
H -0.75993 0.47061 -3.96594
H -1.59058 3.59426 -2.56668
H -0.34191 4.45179 -3.48843
*
```

Kohn-Sham gap = 0.2473 hartree
HOMO = -3.802 eV
LUMO = 2.928 eV

Need the natural (NBO) charges? In units of e they are:
1. C -0.627
2. C -0.175
3. Br -0.097
4. C -0.578
5. C 0.758
6. O -0.795
7. O -0.788
8. H 0.198
9. H 0.202
10. H 0.203
11. H 0.241
12. H 0.222
13. H 0.234
14. C -0.431
15. C -0.430
16. C -0.065
17. O -0.526
18. C -0.064
19. H 0.207
20. H 0.199
21. H 0.195
22. H 0.209
23. H 0.176
24. H 0.188
25. H 0.160
26. H 0.185
27. C -0.429
28. C -0.432
29. C -0.063
30. O -0.525
31. C -0.070
32. H 0.212
33. H 0.189
34. H 0.209
35. H 0.204
36. H 0.151
37. H 0.188
38. H 0.188
39. H 0.179

C12H22ClCuO6 | the ωB97M-V functional and the def2-TZVPD basis

The geometry in ORCA input format:
```
! wB97M-V def2-TZVPD RIJCOSX def2/J DEFGRID3
* xyz -1 2
Cu -0.64934 -0.44136 -1.11515
Cl -1.92497 -2.44146 -1.90899
C -1.27720 3.18723 -0.92826
C -1.21575 2.61262 -2.35154
O -0.83730 1.30954 -2.57679
H -1.91667 2.50230 -0.37144
H -1.64342 4.21269 -0.97733
H -0.34880 3.14932 -0.35839
H -0.56064 3.18286 -3.01015
H -2.18843 2.79365 -2.80896
C 0.30560 0.59957 2.70565
C 1.31679 -0.26990 1.87116
O 0.79605 -0.59815 0.62033
H -0.09087 1.37868 2.05457
H 0.87422 0.93099 3.57451
H -0.45248 -0.07530 3.10309
H 1.72021 -1.08882 2.46676
H 2.19471 0.35789 1.71873
O -2.26628 0.06082 0.28363
C -2.97958 -0.05814 1.28221
O -3.75707 0.90410 1.70804
C -4.16334 0.70801 3.02014
C -3.31479 -0.44329 3.53778
C -2.88701 -1.21671 2.29810
H -5.21041 0.42735 3.13401
H -4.05549 1.68247 3.49649
H -3.82487 -1.09074 4.25104
H -2.47232 -0.03152 4.09346
H -3.62823 -1.95614 1.99490
H -1.94014 -1.75338 2.23861
O 1.25135 -1.06136 -2.42087
C 2.41075 -1.21990 -2.71329
O 3.03540 -0.88418 -3.88876
C 4.43490 -1.31033 -3.93911
C 4.76930 -1.56483 -2.46231
C 3.41601 -1.98994 -1.90843
H 5.05053 -0.55407 -4.42610
H 4.55355 -2.29803 -4.38462
H 5.18538 -0.71535 -1.92069
H 5.53697 -2.30426 -2.23423
H 3.36292 -1.55545 -0.91018
H 3.39079 -3.07735 -1.83773
*
```

Kohn-Sham gap (alpha / beta) = 0.2624 / 0.2286 hartree
⟨S²⟩ = 0.76
HOMO (alpha / beta) = -4.327 / -3.914 eV
LUMO (alpha / beta) = 2.813 / 2.306 eV

Need the natural (NBO) charges? In units of e they are:
1. Cu 1.399
2. Cl -0.876
3. C -0.648
4. C -0.044
5. O -0.800
6. H 0.218
7. H 0.187
8. H 0.195
9. H 0.134
10. H 0.110
11. C -0.643
12. C -0.015
13. O -1.007
14. H 0.214
15. H 0.177
16. H 0.170
17. H 0.110
18. H 0.102
19. O -0.619
20. C 0.824
21. O -0.466
22. C -0.064
23. C -0.440
24. C -0.526
25. H 0.167
26. H 0.191
27. H 0.210
28. H 0.221
29. H 0.235
30. H 0.276
31. O -0.542
32. C 0.815
33. O -0.502
34. C -0.071
35. C -0.428
36. C -0.547
37. H 0.195
38. H 0.174
39. H 0.203
40. H 0.205
41. H 0.265
42. H 0.240

C12H22ClN4 | the ωB97M-V functional and the def2-TZVPD basis

The geometry in ORCA input format:
```
! wB97M-V def2-TZVPD RIJCOSX def2/J DEFGRID3
* xyz 0 2
C -4.97268 -1.35025 3.68501
C -4.02036 -1.88781 2.65196
N -3.04345 -0.87738 2.12155
C -2.86897 0.43457 2.50103
C -1.77119 0.93727 1.87952
N -1.47272 0.02494 0.86666
C -2.25050 -1.07864 1.00694
C -0.32672 0.12696 0.00273
H -5.37091 -2.19122 4.25271
H -5.62898 -0.52453 3.41011
H -4.44911 -0.84231 4.49493
H -4.54940 -2.32469 1.80501
H -3.50707 -2.66681 3.21571
H -3.38008 0.82697 3.36774
H -1.32126 1.91831 1.84054
H -2.16129 -1.89835 0.30943
H -0.65548 0.37173 -1.00727
H 0.22510 -0.80471 -0.12211
H 0.23014 1.04126 0.20781
C 3.14725 -0.75428 -4.44001
C 2.02833 -0.91042 -3.45659
N 2.23959 0.09965 -2.37928
C 2.20058 1.47857 -2.50744
C 2.57124 2.06132 -1.24085
N 2.86996 1.04750 -0.39682
C 2.63565 -0.15136 -1.05223
C 3.27923 1.20732 0.99160
H 2.94826 -1.53934 -5.16951
H 4.11416 -0.85802 -3.94765
H 3.07060 0.20858 -4.94510
H 2.01163 -1.88438 -2.96751
H 1.03760 -0.73968 -3.87777
H 1.92158 1.96840 -3.42865
H 2.60168 3.09328 -0.92376
H 2.82658 -1.10791 -0.58859
H 2.42159 1.07660 1.65149
H 3.58130 2.20870 1.29833
H 4.01539 0.43004 1.19656
Cl -0.22742 3.83014 -0.30636
*
```

Kohn-Sham gap (alpha / beta) = 0.1076 / 0.2663 hartree
⟨S²⟩ = 0.76
HOMO (alpha / beta) = -3.231 / -6.832 eV
LUMO (alpha / beta) = -0.303 / 0.415 eV

Need the natural (NBO) charges? In units of e they are:
1. C -0.636
2. C -0.198
3. N -0.338
4. C -0.061
5. C -0.073
6. N -0.307
7. C 0.065
8. C -0.465
9. H 0.233
10. H 0.225
11. H 0.214
12. H 0.206
13. H 0.200
14. H 0.225
15. H 0.280
16. H 0.215
17. H 0.221
18. H 0.163
19. H 0.270
20. C -0.612
21. C -0.195
22. N -0.339
23. C -0.088
24. C -0.007
25. N -0.332
26. C 0.054
27. C -0.409
28. H 0.216
29. H 0.221
30. H 0.217
31. H 0.207
32. H 0.212
33. H 0.236
34. H 0.272
35. H 0.216
36. H 0.213
37. H 0.241
38. H 0.208
39. Cl -0.969